(1)
{"formula": "C24H6Cl80FN2O", "method": "ωB97M-V with the def2-TZVPD basis set", "lumo_energy_ev": 1.2, "homo_ev": -3.126, "charge": -1, "orbital_gap_ev": 4.344, "species": ["Cl", "Cl", "Cl", "Cl", "Cl", "Cl", "Cl", "Cl", "Cl", "Cl", "Cl", "Cl", "Cl", "Cl", "Cl", "Cl", "Cl", "Cl", "Cl", "Cl", "Cl", "Cl", "Cl", "Cl", "Cl", "Cl", "Cl", "Cl", "Cl", "Cl", "Cl", "Cl", "Cl", "Cl", "Cl", "Cl", "Cl", "Cl", "Cl", "Cl", "Cl", "Cl", "Cl", "Cl", "Cl", "Cl", "Cl", "Cl", "Cl", "Cl", "Cl", "Cl", "Cl", "Cl", "Cl", "Cl", "Cl", "Cl", "Cl", "Cl", "Cl", "Cl", "Cl", "Cl", "Cl", "Cl", "Cl", "Cl", "Cl", "Cl", "Cl", "Cl", "Cl", "Cl", "Cl", "Cl", "Cl", "Cl", "Cl", "Cl", "F", "O", "N", "N", "C", "C", "C", "C", "C", "C", "C", "C", "C", "C", "C", "C", "C", "C", "C", "C", "C", "C", "C", "C", "C", "C", "C", "C", "H", "H", "H", "H", "H", "H"], "xyz": [[4.139457, 2.405906, 2.834632], [4.416276, 0.749869, -2.693403], [-4.376994, -8.565154, -12.390199], [-2.816233, -1.884023, 3.572995], [0.213124, -1.502490, -5.345756], [7.741475, 6.701262, -1.264166], [-4.707818, -4.816130, 11.369349], [8.406348, 9.454098, -0.742293], [-6.363702, -0.645965, -2.975823], [-3.077709, -0.548763, -9.198391], [-7.576338, 5.663255, 3.585660], [6.736633, 1.044536, -1.024261], [0.628918, -2.137839, 13.370925], [-4.856286, -6.540117, -8.161442], [1.774939, -4.819482, -9.883882], [-3.119057, -8.814521, -9.810085], [-0.571273, 0.847222, -9.066971], [8.193133, 2.625164, 1.782033], [0.293154, 4.786860, 8.317364], [-1.582713, -4.906096, -1.235349], [-7.102913, 8.422313, 2.886482], [-0.157245, -2.549703, 4.187520], [0.380878, 2.298004, 9.771232], [-4.865630, -4.485141, -6.150273], [-4.506961, 1.520235, 1.539432], [6.012370, 4.194013, 0.743962], [4.129494, 1.910323, 5.672635], [1.313533, -4.909726, 12.975228], [3.014137, -0.036328, 3.887699], [10.464599, 7.434573, -0.704426], [-0.375725, -4.142418, 15.182449], [-7.364434, -5.469062, -7.203442], [-1.000233, -4.039598, -10.000733], [0.314665, 2.283345, 6.888850], [-6.053917, 6.309533, 1.227169], [-2.545780, 2.189304, 8.020324], [-6.662164, -2.694536, 11.447944], [-6.314001, -1.426489, -5.743926], [-4.210430, -2.333210, 9.977789], [-3.524549, -0.495967, 7.720608], [-4.296539, 1.129231, 10.036843], [8.323024, 5.484596, 1.881598], [-3.341622, 4.062507, -1.014655], [-3.805031, 3.626647, 3.380504], [-8.769698, -0.469758, -4.554072], [-1.807873, 1.743009, 2.596665], [-2.093294, -4.684704, 3.876589], [-1.800818, -5.027678, -4.116629], [10.351365, 3.781473, -1.509322], [-1.358918, -0.461017, -11.511304], [-1.666340, 2.761744, -2.975488], [-2.419608, -6.626111, -11.538399], [0.064377, -5.202742, -7.591058], [-5.326963, 1.736440, 7.424444], [0.582360, -3.974707, -2.876464], [1.511202, 0.681791, -6.731580], [2.680065, 3.171495, 8.266606], [5.873425, 0.387119, 3.933665], [3.092152, -1.311371, -5.363762], [-3.986626, 4.279433, -3.819250], [-1.596679, -9.308124, -12.205878], [-6.593596, 1.344962, -5.063576], [1.488016, 0.566506, -3.846004], [-2.196210, -2.959897, 6.191699], [11.299492, 2.757320, -4.033147], [-4.932672, 6.777397, 3.832677], [6.576791, -1.147657, -2.888075], [9.896977, 1.028378, -2.205862], [0.846907, -2.548494, -8.363947], [9.250801, 8.209722, -3.202348], [-4.271261, 1.745206, -2.454835], [6.920667, 1.546367, -3.869968], [-1.382166, -3.998677, 12.489418], [-4.075064, 0.932222, 4.346863], [6.465261, 4.071902, 3.586429], [12.564052, 1.930634, -1.576130], [-2.735359, 1.920859, -10.644868], [-4.157207, -2.401880, 12.850282], [-1.881220, -2.484448, -2.754835], [-5.634074, -3.853007, -8.846261], [0.944491, 1.716458, -1.681107], [-0.577125, 2.386467, -0.196664], [-0.658494, -2.525054, 0.599569], [0.382689, 0.148519, 1.114663], [-6.416252, 6.792397, 2.880387], [4.288144, 1.165159, 4.073634], [-2.877625, -8.327951, -11.488538], [8.961315, 7.949424, -1.480364], [-3.927400, 1.133892, 8.309573], [-1.820822, -3.036145, 4.456412], [-4.935226, -3.061364, 11.408316], [-5.682041, -5.090632, -7.585749], [-3.307024, 3.221534, -2.562581], [11.027299, 2.370925, -2.330763], [6.158534, 0.549802, -2.621391], [-1.174481, -4.099833, -2.735718], [0.914356, 3.133611, 8.308450], [-1.934926, 0.440394, -10.103786], [7.243065, 4.094424, 2.005436], [-3.526045, 1.927752, 2.959271], [1.023315, -1.041072, 1.555446], [0.536409, -2.247512, 0.783957], [1.581361, -0.390928, -5.319348], [-7.011357, -0.297872, -4.582357], [0.045306, -3.798703, 13.500534], [1.238705, 1.144766, 0.616895], [0.423707, -4.148343, -8.960202], [0.427823, 1.834104, -0.413530], [0.689734, -1.181687, 2.583224], [1.543122, 1.906468, 1.338409], [1.285032, -2.892939, 0.338733], [-1.223798, -1.802930, 1.044549], [2.103905, -1.036752, 1.538808], [2.155188, 0.769874, 0.141809]], "atomic_forces_ev_per_a": [[-0.744, -0.571, -0.225], [0.105, -0.009, 0.024], [-0.046, -0.018, -0.025], [-0.232, -0.344, 0.065], [-0.040, 0.143, -0.008], [-0.078, -0.011, -0.132], [0.008, -0.021, 0.015], [-0.006, 0.043, 0.021], [-0.098, -0.087, -0.019], [-0.062, -0.081, 0.046], [-0.021, -0.013, 0.013], [-0.049, 0.016, 0.014], [0.019, 0.043, 0.000], [-0.042, 0.016, -0.055], [0.008, -0.022, -0.030], [0.056, -0.143, 0.047], [-0.135, -0.018, -0.085], [0.022, -0.154, 0.001], [-0.034, 0.041, 0.007], [-0.105, -0.240, -0.112], [-0.024, 0.044, 0.006], [0.077, -0.446, 0.430], [0.101, -0.002, 0.094], [0.082, -0.047, 0.088], [0.118, -0.077, 0.105], [-0.018, 0.087, -0.121], [0.112, 0.043, -0.049], [0.021, -0.019, -0.003], [0.098, 0.113, -0.035], [0.056, -0.004, 0.032], [-0.010, -0.012, 0.058], [-0.015, -0.019, 0.007], [-0.037, 0.157, 0.008], [0.337, 0.048, -0.166], [0.013, -0.032, -0.070], [-0.409, -0.090, -0.025], [-0.032, -0.002, 0.000], [-0.049, -0.078, -0.028], [-0.134, -0.258, 0.246], [-0.016, 0.504, -0.099], [0.020, -0.122, 0.056], [0.074, 0.094, 0.127], [0.002, 0.050, -0.002], [-0.274, 0.239, 0.045], [-0.053, -0.052, -0.011], [-0.552, -0.741, 0.057], [0.005, 0.098, 0.018], [-0.029, -0.036, -0.103], [-0.012, 0.033, 0.010], [0.015, -0.028, -0.037], [-0.017, 0.188, -0.268], [-0.001, -0.096, -0.021], [-0.017, -0.027, 0.035], [-0.116, -0.001, 0.043], [0.074, -0.047, 0.012], [0.207, 0.002, 0.080], [0.026, 0.104, 0.197], [0.030, -0.017, 0.021], [-0.005, -0.010, -0.041], [-0.019, -0.015, -0.027], [0.025, -0.022, -0.015], [-0.028, 0.076, 0.019], [-0.118, -0.240, -0.443], [-0.006, -0.179, 0.001], [0.013, 0.019, -0.049], [0.050, 0.094, 0.081], [0.045, -0.047, -0.046], [0.211, -0.069, 0.043], [0.023, -0.037, -0.272], [0.021, 0.008, -0.038], [-0.104, 0.085, 0.062], [-0.056, 0.021, -0.038], [0.232, -0.160, -0.034], [0.231, 0.308, -0.387], [0.759, 0.519, 0.205], [0.041, -0.001, 0.015], [-0.020, 0.029, -0.017], [-0.276, 0.150, 0.089], [-0.058, 0.001, 0.004], [-0.002, 0.067, -0.085], [-0.210, 0.376, -0.358], [-1.190, 1.134, -0.698], [-1.707, -0.629, -0.296], [-0.793, -0.060, 0.102], [0.017, -0.083, -0.024], [-0.146, -0.122, 0.045], [-0.025, 0.105, -0.025], [-0.022, -0.037, -0.006], [0.036, 0.120, -0.107], [0.052, 0.167, -0.186], [0.057, 0.002, -0.044], [0.050, 0.030, 0.042], [0.151, -0.172, 0.097], [-0.081, 0.015, 0.038], [-0.107, 0.079, 0.133], [0.025, 0.154, 0.216], [0.012, -0.099, -0.089], [0.026, 0.028, -0.015], [-0.028, -0.011, 0.081], [0.345, 0.290, 0.118], [-0.671, 0.227, -0.279], [1.504, 0.512, 0.366], [-0.087, 0.003, 0.246], [0.099, 0.078, -0.016], [0.012, -0.004, -0.062], [0.628, -0.336, -0.413], [0.043, -0.005, 0.083], [0.816, -0.644, 1.226], [0.500, -0.331, 0.350], [0.335, 0.621, 0.442], [0.308, -0.394, -0.157], [-0.182, 0.262, -0.008], [0.731, 0.048, -0.074], [0.359, -0.045, -0.057]]}



(2)
{"formula": "C24H71BClMnN4O15Rb", "method": "ωB97M-V with the def2-TZVPD basis set", "spin_multiplicity": 6, "lumo_energy_ev": [-0.3, -0.3], "homo_ev": [-7.234, -7.604], "charge": 0, "orbital_gap_ev": [6.928, 7.296], "species": ["Rb", "Mn", "Cl", "O", "O", "O", "O", "O", "O", "O", "O", "O", "O", "O", "O", "O", "O", "O", "N", "N", "N", "N", "C", "C", "C", "C", "C", "C", "C", "C", "C", "C", "C", "C", "C", "C", "C", "C", "C", "C", "C", "C", "C", "C", "C", "C", "B", "H", "H", "H", "H", "H", "H", "H", "H", "H", "H", "H", "H", "H", "H", "H", "H", "H", "H", "H", "H", "H", "H", "H", "H", "H", "H", "H", "H", "H", "H", "H", "H", "H", "H", "H", "H", "H", "H", "H", "H", "H", "H", "H", "H", "H", "H", "H", "H", "H", "H", "H", "H", "H", "H", "H", "H", "H", "H", "H", "H", "H", "H", "H", "H", "H", "H", "H", "H", "H", "H", "H"], "xyz": [[-9.469630, 18.118850, 24.943070], [-5.408830, 20.688420, 23.660420], [-6.496260, 16.829400, 26.971420], [-0.176330, 23.882710, 24.361370], [-3.313180, 20.836510, 23.531800], [-8.463970, 17.784330, 19.378580], [-11.066610, 25.008690, 20.140560], [-5.365800, 22.843940, 23.465110], [-5.426400, 17.814100, 27.161610], [-5.271420, 20.207030, 21.581540], [-6.082390, 15.617410, 27.586620], [-6.920380, 16.716000, 25.565820], [-10.401420, 20.893810, 26.195240], [-2.380280, 17.052310, 24.513260], [-7.675910, 17.441380, 27.523020], [-2.458890, 24.838720, 23.266520], [-8.168930, 21.600620, 28.480600], [-1.161690, 17.303790, 26.743330], [-9.532270, 19.656500, 20.777810], [-4.771070, 20.544060, 25.929230], [-8.227730, 22.840300, 21.300150], [-4.927800, 18.497280, 23.662750], [-9.468720, 21.975570, 26.421730], [-2.631210, 20.582020, 24.736630], [-8.144630, 21.543220, 27.098280], [-11.248730, 26.329160, 19.719790], [-2.359000, 24.791270, 24.646550], [-3.476210, 21.158070, 25.914200], [-5.572730, 18.863560, 21.321470], [-10.361940, 23.373280, 22.446640], [-10.377870, 19.203920, 19.685400], [-0.852830, 24.894540, 25.095210], [-6.205190, 24.352480, 25.123990], [-4.769200, 18.048630, 22.269480], [-5.918520, 24.096480, 23.645510], [-5.025690, 20.940060, 20.410670], [-5.129040, 16.565750, 22.347300], [-9.534160, 23.431330, 21.192600], [-11.301800, 20.238480, 19.079520], [-2.777340, 20.886230, 27.307460], [-2.656020, 15.984310, 25.410090], [-7.767690, 16.768880, 18.754100], [-2.188170, 16.322900, 26.870660], [-9.678750, 24.805780, 20.524700], [-2.427780, 21.398480, 22.565210], [-9.561070, 18.303880, 18.621810], [-7.633820, 20.468100, 23.931150], [-10.662130, 20.934290, 18.536590], [-9.097400, 18.896360, 17.833090], [-3.086490, 21.770410, 21.780430], [-2.298410, 19.556330, 24.895700], [-4.596210, 19.603670, 26.253540], [-5.152370, 22.022670, 20.406520], [-6.205560, 16.407500, 22.411890], [-9.958210, 22.752970, 20.452260], [-0.373230, 25.835470, 24.825530], [-7.360590, 22.155530, 26.652790], [-5.536460, 18.503910, 20.293150], [-9.982880, 22.729750, 23.240550], [-6.852000, 24.329520, 23.133260], [-12.290190, 26.340290, 19.398330], [-4.724590, 15.974460, 21.525780], [-3.036790, 16.731230, 27.419490], [-8.610440, 20.892220, 28.954780], [-7.895750, 20.497940, 26.915150], [-10.804530, 20.966060, 25.326980], [-5.362990, 20.956080, 26.636320], [-1.745190, 17.547740, 25.035580], [-11.120550, 27.077780, 20.501610], [-5.751270, 20.626030, 19.660320], [-4.727910, 16.053770, 23.221990], [-2.934680, 25.473250, 25.272330], [-6.604570, 18.799960, 21.666930], [-7.360690, 21.144200, 23.135830], [-2.067320, 15.126580, 25.084770], [-4.076900, 18.083270, 24.015820], [-3.231400, 24.319590, 23.031270], [-9.977340, 22.799710, 26.921920], [-6.276850, 25.415170, 25.355600], [-0.408850, 16.754710, 26.974320], [-7.505950, 23.450640, 21.655990], [-8.174870, 22.116330, 22.002410], [-8.909330, 18.873700, 20.916640], [-7.297530, 17.145400, 17.845660], [-10.667360, 26.666420, 18.861670], [-9.372080, 22.314400, 25.390250], [-7.029910, 16.304910, 19.408710], [-9.079820, 24.842390, 19.614730], [-3.017350, 19.878830, 27.647510], [-7.188000, 23.905660, 25.274110], [-8.838780, 20.324470, 20.472860], [-12.112750, 19.625070, 18.686850], [-9.359610, 25.640000, 21.149460], [-11.364620, 23.024430, 22.199630], [-1.986680, 20.521990, 22.090550], [-3.662780, 15.567260, 25.385630], [-3.520650, 22.245760, 25.858760], [-10.468150, 24.358230, 22.901290], [-5.442800, 23.998110, 25.817740], [-8.709070, 20.404530, 23.994690], [-0.354030, 24.086680, 23.440270], [-1.658000, 21.051580, 24.879690], [-5.331940, 24.886750, 23.176990], [-5.676740, 18.039470, 24.162340], [-10.222080, 17.677370, 18.022930], [-1.880430, 15.511450, 27.530170], [-3.722390, 18.002140, 21.969270], [-2.655120, 23.776790, 24.913450], [-1.702680, 21.068420, 27.310610], [-8.567380, 16.050220, 18.574840], [-10.993670, 18.474550, 20.211620], [-4.019930, 20.758120, 20.031930], [-0.866290, 24.806580, 26.181580], [-3.207210, 21.505970, 28.094380], [-11.742810, 20.857450, 19.860850], [-7.245560, 19.474320, 23.770210], [-7.160120, 20.827450, 24.831540], [-1.712660, 22.118140, 22.963700]], "atomic_forces_ev_per_a": [[0.347, -0.001, 0.390], [-0.572, 1.852, 0.990], [-0.585, 3.170, -0.168], [0.618, -0.497, 0.993], [2.041, 0.490, 0.669], [-0.896, 0.465, 0.653], [1.714, -0.264, 0.590], [0.265, -0.420, -0.577], [0.015, -0.874, -0.961], [0.704, 1.197, -1.074], [-0.459, -0.586, -0.461], [1.693, -1.047, -0.470], [-0.210, -1.047, 1.135], [-1.070, -0.379, 0.382], [-0.794, -0.458, 1.628], [0.021, 0.912, -0.807], [0.422, 1.769, 1.832], [0.389, -0.630, 0.715], [0.436, 0.260, -0.140], [-0.376, 0.003, -0.562], [1.875, 0.620, -0.137], [1.194, 0.841, -0.517], [-0.347, -0.273, -1.587], [0.012, 0.788, 2.393], [-1.344, -1.264, -0.788], [-1.355, 0.190, -0.355], [1.648, -0.796, 1.742], [2.033, -0.467, 1.609], [-1.440, -0.788, 1.129], [-0.920, 0.227, 0.772], [0.447, -1.609, 0.119], [-1.722, 0.091, -1.654], [-0.295, 0.708, -0.265], [-0.092, -2.535, 0.739], [0.657, -0.348, 0.480], [-0.182, 0.339, -1.707], [-0.354, -0.911, -0.951], [-0.817, -0.650, -0.813], [0.800, -0.335, 1.253], [-0.375, 0.066, -0.594], [1.072, -1.740, 0.673], [-0.747, -0.766, -0.410], [-1.997, 0.701, -0.543], [-0.071, -0.426, -0.464], [-1.118, -1.122, -1.257], [0.363, 2.492, 0.782], [-0.770, -0.052, 0.044], [-0.692, -0.141, -1.055], [0.027, 0.699, -0.105], [0.248, 0.727, 0.261], [-0.966, -0.583, -0.201], [-0.528, -0.547, -0.054], [-0.137, -0.039, 1.258], [-0.189, 0.059, -0.151], [-0.846, 0.081, -0.037], [-0.342, 0.405, 0.164], [0.129, 0.188, 0.576], [0.387, 0.496, -0.116], [0.309, -0.250, -0.288], [-0.816, -0.582, -0.197], [-0.078, 0.365, 0.011], [-0.229, 0.066, -0.420], [-0.018, 0.524, -0.140], [-0.078, -0.258, -0.730], [-0.174, -0.037, -1.078], [0.177, 0.440, 0.024], [-0.221, 0.205, 0.027], [0.601, 0.550, -0.034], [0.110, -0.081, 0.357], [0.047, -0.149, -0.238], [0.204, 0.511, 0.201], [-0.463, 0.502, -0.558], [-0.445, -0.509, -0.329], [0.897, 2.202, -3.070], [0.357, -0.169, -0.180], [0.323, 0.313, 1.129], [-0.377, -0.172, -0.206], [0.157, -0.155, 0.621], [-0.293, 0.265, -0.139], [0.744, 0.717, -0.189], [0.067, 0.533, -0.154], [-0.635, -0.340, -0.034], [-0.019, -0.341, 0.633], [0.108, -0.298, -0.296], [0.482, -0.404, -0.151], [1.230, 0.516, 0.173], [0.011, 0.324, 0.159], [0.217, -0.046, -0.153], [0.403, -0.298, -0.217], [0.140, -0.153, 0.682], [-0.085, 0.917, -0.264], [0.049, 0.807, -1.186], [0.032, 0.026, 0.389], [-0.124, 0.099, 0.130], [0.935, 0.159, -0.015], [-0.404, 0.857, -0.024], [-0.360, -0.117, -0.659], [-0.035, 0.166, 0.037], [0.001, -0.527, -0.211], [-3.855, 0.092, 0.301], [-0.122, 0.057, -0.166], [0.044, 0.821, -0.882], [0.936, 0.376, 0.234], [-0.397, -0.383, -0.197], [0.024, -1.123, 0.728], [0.228, -0.471, -0.669], [0.277, 0.859, 0.317], [-0.062, -0.031, 0.548], [0.053, -0.145, -0.088], [0.597, -0.836, -0.795], [-0.387, -0.279, -0.214], [0.138, -0.274, -0.051], [0.571, -0.622, -0.092], [-0.118, 0.352, -0.193], [-0.005, -0.178, 0.276], [1.316, -3.960, -0.912], [1.302, 1.388, 3.435], [-0.237, -0.060, 0.019]]}